Entry 1:
The following is a DFT calculation (ωB97M-V with the def2-TZVPD basis set) of a structure of composition C19H21F5N8O2PrS2 in a non-equilibrium geometry.

Computed properties:
E_tot	-85381.6206	eV
Kohn-Sham gap (alpha / beta)	7.051 / 7.060	eV
ΔE to the lowest compared entry with this formula, charge and spin	0.817	eV
highest occupied orbital energy (alpha / beta)	-9.937 / -9.950	eV
net charge	+1
spin multiplicity	3

Geometry (Å):
Pr 8.484 9.103 11.323
S 6.740 9.013 13.688
C 7.595 7.586 13.850
N 8.335 6.981 12.882
C 8.784 5.688 13.285
C 9.604 4.765 12.534
C 9.873 3.577 13.134
C 9.390 3.218 14.392
C 8.781 4.178 15.188
C 8.387 5.385 14.585
S 7.453 6.618 15.331
H 9.909 4.940 11.516
H 10.553 2.887 12.635
H 9.567 2.197 14.793
H 8.640 4.074 16.259
C 12.939 8.700 13.958
O 13.044 9.284 12.590
C 11.886 9.380 11.953
O 10.826 8.862 12.374
N 12.052 9.827 10.641
N 10.759 10.050 9.956
H 13.267 7.665 13.820
H 11.892 8.685 14.295
H 13.658 9.228 14.649
H 12.525 10.702 10.690
H 10.774 9.592 9.016
H 10.707 11.093 9.744
C 3.871 6.525 8.860
N 4.432 7.542 9.667
C 3.561 8.255 10.511
C 5.779 7.872 9.628
N 6.287 8.982 10.140
N 6.568 7.007 8.875
C 7.893 7.035 8.673
N 8.301 6.194 7.667
N 8.785 7.731 9.343
H 4.152 5.503 9.287
H 4.296 6.425 7.879
H 2.758 6.510 8.900
H 2.554 7.725 10.478
H 3.454 9.334 10.233
H 3.970 8.275 11.576
H 5.595 9.638 10.464
H 6.101 6.229 8.411
H 7.623 5.981 6.964
H 9.264 6.165 7.384
H 9.753 7.514 9.090
F 11.199 11.962 12.690
C 9.880 12.369 12.629
C 8.784 11.628 12.158
C 7.508 12.100 12.093
F 6.579 11.349 11.500
C 7.192 13.308 12.655
F 5.908 13.788 12.670
C 8.265 14.051 13.191
F 7.934 15.261 13.835
C 9.574 13.591 13.167
F 10.585 14.230 13.851

Force components x, y, z for each atom (eV/Å):
Pr 0.4 0.6 2.1
S -0.1 0.9 -0.5
C 0.9 -2.3 -0.5
N -0.6 0.3 0.7
C 0.2 0.8 -0.9
C -1.6 1.7 1.0
C 0.6 -1.3 -0.3
C 0.4 -0.2 1.3
C -0.3 0.1 -0.4
C 0.9 -1.1 0.2
S 0.2 0.7 -0.7
H 0.2 0.4 0.0
H -0.4 -0.1 -0.1
H 0.1 1.0 -0.3
H -0.3 -0.5 -0.2
C 0.7 -0.1 -0.1
O -1.1 0.6 0.7
C -0.9 -2.6 0.6
O 1.1 1.1 -1.0
N -1.8 0.2 -0.1
N 0.6 1.1 -0.7
H 0.0 0.2 0.2
H 0.6 0.4 -0.1
H -1.0 -0.3 -1.0
H 1.0 0.6 -0.3
H 0.5 0.5 1.1
H -0.1 -1.7 0.5
C -0.2 -3.5 0.8
N 2.8 0.6 -0.8
C -1.4 1.1 2.3
C -1.5 1.8 0.2
N 0.0 -2.2 -1.0
N -1.2 -0.3 0.2
C 3.4 0.0 -0.7
N -0.7 0.1 0.5
N -1.0 -0.6 -0.2
H -0.5 0.9 -0.1
H -0.4 0.7 -0.9
H 1.0 0.4 -0.5
H 1.3 1.1 0.3
H -0.2 -0.8 -0.1
H -0.7 -0.2 -1.2
H -0.3 -0.1 0.3
H 0.1 0.4 0.5
H 0.0 -0.3 -0.4
H 0.0 0.1 0.1
H -0.6 -0.1 -0.3
F -1.1 -0.2 -0.3
C -2.3 -0.4 -0.3
C 2.4 -1.6 -1.2
C 1.9 1.3 1.1
F -1.2 -0.8 -0.6
C -0.6 1.3 0.2
F 1.5 -0.4 0.1
C -1.7 1.8 1.0
F 0.9 -2.2 -1.2
C 1.5 0.9 1.6
F -1.3 0.0 -0.8

Löwdin population analysis, charges in e, atoms 1 to 8: 1.11, 0.63, -1.12, -0.10, -0.26, -0.02, -0.12, -0.09

=====

Entry 2:
The following is a DFT calculation (ωB97M-V with the def2-TZVPD basis set) of a structure of composition C25H13Cl7IN3O2Re.

Computed properties:
E_tot	-132576.4430	eV
Kohn-Sham gap (alpha / beta)	6.233 / 6.799	eV
ΔE to the lowest compared entry with this formula, charge and spin	0.000	eV
highest occupied orbital energy (alpha / beta)	-13.937 / -14.143	eV
net charge	+2
spin multiplicity	2

Geometry (Å):
Re -0.267 -0.197 -0.142
Cl 6.689 -0.731 1.388
C 5.155 -0.447 0.701
C 4.029 -1.059 1.261
Cl 4.140 -2.097 2.609
C 2.800 -0.799 0.682
Cl 1.327 -1.554 1.252
C 2.651 0.028 -0.424
O 1.423 0.185 -0.934
C 3.771 0.629 -0.986
Cl 3.559 1.645 -2.343
C 5.024 0.392 -0.416
Cl 6.403 1.134 -1.089
Cl -3.164 -2.623 2.957
C -2.302 -1.183 3.265
C -2.334 -0.605 4.556
C -1.678 0.562 4.823
Cl -1.754 1.245 6.395
C -0.927 1.235 3.812
C -0.238 2.454 3.964
C 0.429 2.992 2.893
C 0.430 2.319 1.666
N -0.198 1.168 1.495
C -0.885 0.631 2.549
C -1.589 -0.562 2.276
O -1.543 -0.994 0.979
H -2.899 -1.102 5.333
H -0.245 2.958 4.921
H 0.962 3.928 2.980
H 0.958 2.717 0.808
I -3.388 1.855 0.353
C -2.317 1.833 -1.424
C -2.797 2.627 -2.456
C -2.170 2.606 -3.688
C -1.079 1.768 -3.867
C -0.657 0.999 -2.810
N -1.242 1.034 -1.588
H -3.661 3.251 -2.283
H -2.535 3.227 -4.495
H -0.555 1.703 -4.809
H 0.197 0.344 -2.908
C -1.079 -3.954 -3.207
C 0.222 -3.612 -2.865
C 0.431 -2.549 -2.012
N -0.580 -1.822 -1.507
C -1.839 -2.155 -1.841
C -2.125 -3.213 -2.680
H -1.273 -4.786 -3.869
H 1.069 -4.163 -3.248
H 1.431 -2.259 -1.717
H -2.628 -1.557 -1.403
H -3.155 -3.446 -2.910

Force components x, y, z for each atom (eV/Å):
Re -0.1 0.1 -0.3
Cl 0.0 0.0 0.0
C 0.0 0.0 0.0
C 0.0 0.1 -0.1
Cl 0.0 0.0 0.0
C 0.1 0.1 -0.1
Cl 0.3 -0.1 0.2
C 0.2 -0.1 0.4
O -0.2 0.1 -0.3
C 0.0 -0.1 0.1
Cl 0.0 0.0 -0.1
C 0.0 0.0 0.0
Cl 0.0 0.0 0.0
Cl 0.0 0.0 0.0
C 0.0 0.1 0.1
C 0.0 -0.1 0.0
C 0.0 0.1 0.0
Cl 0.0 0.0 0.0
C 0.0 0.0 -0.1
C 0.0 0.0 0.0
C 0.0 0.0 -0.1
C 0.1 0.1 0.0
N -0.1 -0.1 0.1
C -0.1 -0.1 0.1
C 0.2 0.1 -0.1
O -0.2 0.0 0.1
H 0.0 0.0 0.0
H 0.0 0.0 0.0
H 0.0 0.0 0.0
H 0.0 0.0 0.0
I 0.0 0.0 0.0
C 0.0 0.1 -0.1
C 0.0 0.0 0.0
C 0.0 0.0 0.0
C 0.0 0.0 0.0
C 0.1 0.0 -0.1
N 0.0 -0.1 0.2
H 0.0 0.0 0.0
H 0.0 0.0 0.0
H 0.0 0.0 0.0
H 0.0 0.0 0.0
C 0.0 0.0 0.0
C 0.0 0.0 0.0
C 0.1 0.0 0.0
N -0.1 0.0 0.0
C 0.0 0.0 0.0
C 0.0 0.0 0.0
H 0.0 0.0 0.0
H 0.0 0.0 0.0
H 0.0 0.0 0.0
H 0.0 0.0 0.0
H 0.0 0.0 0.0

Löwdin population analysis, charges in e, atoms 1 to 8: 1.49, 0.76, -0.69, -0.69, 0.77, -0.52, 0.89, -0.42